Here is an isolated molecule of C16H15N3O3S from the OMol25 dataset. Energies are from wB97M-V/def2-TZVPD.

Each line ends with the Löwdin charge.
Atoms and positions in Å:
C1 3.036 -2.414 -3.719  0.01
C2 3.941 -1.611 -3.196  -0.17
C3 3.894 -1.032 -1.810  -0.26
N1 2.798 -1.528 -1.044  0.06
C4 1.808 -0.827 -0.750  -0.56
N2 0.742 -1.301 -0.037  -0.02
C5 -0.302 -0.452 0.226  -0.43
O1 -1.274 -0.779 0.871  0.10
C6 -0.040 0.880 -0.360  -0.42
C7 -0.789 1.993 -0.262  -0.04
C8 -2.113 2.128 0.326  -0.19
C9 -2.393 3.274 1.067  0.06
C10 -3.645 3.436 1.639  -0.14
C11 -4.646 2.487 1.471  0.01
C12 -4.378 1.368 0.704  -0.04
C13 -3.129 1.188 0.135  -0.01
H1 -2.942 0.319 -0.473  0.12
H2 -5.147 0.629 0.548  0.11
H3 -5.609 2.645 1.930  0.12
N3 -3.913 4.621 2.418  -0.36
O2 -3.018 5.428 2.544  0.08
O3 -5.020 4.738 2.900  0.08
H4 -1.641 4.034 1.222  0.13
H5 -0.356 2.913 -0.637  0.12
S1 1.524 0.912 -1.154  1.07
C14 0.762 -2.659 0.482  -0.13
C15 1.672 -2.759 1.669  -0.16
C16 2.750 -3.517 1.703  0.01
H6 3.382 -3.568 2.572  0.05
H7 3.039 -4.122 0.860  0.06
H8 1.390 -2.145 2.514  0.11
H9 -0.268 -2.888 0.771  0.13
H10 1.098 -3.325 -0.314  0.12
H11 3.867 0.069 -1.889  0.09
H12 4.811 -1.315 -1.281  0.12
H13 4.807 -1.300 -3.765  0.10
H14 3.126 -2.791 -4.722  0.05
H15 2.172 -2.731 -3.158  0.05

Its HOMO energy is -8.743 eV. The spin multiplicity is 1. The calculation puts the relative energy (zero: lowest compared OMol25 entry of this formula, charge and spin) at 95.2 kcal per mole. The calculation puts the gap between HOMO and LUMO at 8.1 eV. The value obtained for the largest force on an atom is 1.26 eV Å⁻¹. As for the SMILES: C=CC/N=C1\S/C(=C/c2cccc([N+](=O)[O-])c2)C(=O)N1CC=C.